Formula: C3H7PS
Source: the Open Molecules 2025 dataset
Level of theory: the ωB97M-V functional and the def2-TZVPD basis

```
12
Properties=species:S:1:pos:R:3:lowdin_charge:R:1
C -1.23 -0.04 0.49 -0.783
C 0.80 1.25 -0.29 -0.165
C -0.03 -0.01 -0.35 -0.790
P 0.99 -1.54 -0.09 0.827
S -2.71 -0.44 -0.06 0.650
H -1.12 0.20 1.54 0.057
H 1.75 1.10 -0.80 0.062
H 0.27 2.09 -0.73 0.076
H 1.02 1.49 0.76 0.079
H -0.69 -0.22 -1.71 0.202
H -0.08 -2.43 -0.05 -0.109
H 1.03 -1.45 1.31 -0.104
```

ΔE to the lowest compared entry with this formula, charge and spin = 205.7 kJ/mol
Lowest unoccupied orbital energy = -0.297 eV
2S+1 = 1
Total charge = 0

Formula: C4H8N2O2
Source: the Open Molecules 2025 dataset
Level of theory: the ωB97M-V functional and the def2-TZVPD basis

```
16
Properties=species:S:1:pos:R:3:lowdin_charge:R:1
C 2.08 -0.15 -0.72 -0.033
C 1.20 -0.18 0.57 -0.264
C -0.02 -1.04 0.47 -0.139
C -0.18 0.45 0.52 -0.352
O -0.70 1.13 -0.64 -0.059
H 2.01 -1.15 -1.11 0.066
H 3.11 0.18 -0.46 0.085
H 1.48 0.56 -1.32 0.065
H 1.60 -0.16 1.51 0.095
H -0.21 -1.70 1.42 0.131
H -0.40 -1.69 -0.41 0.142
H -0.57 0.85 1.41 0.112
H -0.02 1.81 -0.82 0.108
N -2.92 -0.28 0.76 0.258
N -3.06 0.39 -0.11 -0.306
O -3.39 1.00 -1.05 0.090
```

ΔE to the lowest compared entry with this formula, charge and spin = 499.5 kJ/mol
Lowest unoccupied orbital energy = 0.900 eV
SMILES string = C[C@@H]1C[C@@H]1O.N#[N+][O-]
2S+1 = 1
Total charge = 0

Formula: C3O2S3
Source: the Open Molecules 2025 dataset
Level of theory: the ωB97M-V functional and the def2-TZVPD basis

```
8
Properties=species:S:1:pos:R:3:lowdin_charge:R:1
O 2.62 -1.11 0.14 -0.002
C 1.56 -0.60 -0.03 -0.951
S 1.25 1.14 -0.11 1.074
C -0.51 1.08 0.00 -0.769
O -1.12 2.10 0.12 0.047
C -1.11 -0.35 -0.08 -1.123
S -2.71 -0.64 0.00 0.746
S 0.02 -1.62 -0.04 0.979
```

ΔE to the lowest compared entry with this formula, charge and spin = 0.0 kJ/mol
Lowest unoccupied orbital energy = -1.988 eV
SMILES string = O=C1SC(=O)C(=S)S1
2S+1 = 1
Total charge = 0

Formula: C13H12BrN3O3S
Source: the Open Molecules 2025 dataset
Level of theory: the ωB97M-V functional and the def2-TZVPD basis

```
33
Properties=species:S:1:pos:R:3:lowdin_charge:R:1
C -5.28 -1.61 1.28 -0.059
C -5.03 -0.63 0.14 -0.212
O -3.72 -0.07 0.22 -0.059
C -2.71 -0.79 -0.30 -0.517
O -2.85 -1.86 -0.85 0.109
C -1.44 -0.09 -0.13 -0.363
S -1.40 1.45 0.68 1.146
C 0.33 1.46 0.41 -0.578
N 1.07 2.52 0.86 0.121
C 2.42 2.78 0.71 -0.414
O 2.87 3.85 1.04 0.117
C 3.23 1.68 0.13 -0.136
C 3.96 1.89 -1.04 -0.074
N 4.70 0.96 -1.61 0.078
C 4.76 -0.24 -1.05 -0.181
C 4.08 -0.54 0.12 -0.657
Br 4.20 -2.28 0.87 0.738
C 3.31 0.43 0.74 -0.078
N 0.79 0.43 -0.21 0.109
C -0.18 -0.46 -0.52 -0.322
C 0.20 -1.72 -1.22 0.003
H -6.30 -1.97 1.22 0.078
H -5.13 -1.12 2.24 0.079
H -4.60 -2.46 1.20 0.076
H -5.13 -1.14 -0.83 0.123
H -5.70 0.22 0.19 0.125
H 0.54 3.29 1.28 0.151
H 3.94 2.85 -1.54 0.124
H 5.37 -0.97 -1.56 0.105
H 2.79 0.22 1.66 0.120
H 0.76 -1.48 -2.11 0.092
H -0.69 -2.29 -1.47 0.070
H 0.84 -2.32 -0.57 0.084
```

Lowest unoccupied orbital energy = -0.044 eV
SMILES string = CCOC(=O)c1sc(NC(=O)c2cncc(Br)c2)nc1C
2S+1 = 1
Total charge = 0

Number 1: DFT total energy -857.9437 Eh, HOMO-LUMO gap 0.3084 Eh, highest occupied orbital energy -8.69 eV. Number 2: DFT total energy -417.0657 Eh, HOMO-LUMO gap 0.4037 Eh, highest occupied orbital energy -10.09 eV. Number 3: DFT total energy -1459.3503 Eh, HOMO-LUMO gap 0.2817 Eh, highest occupied orbital energy -9.65 eV. Number 4: DFT total energy -3864.8166 Eh, HOMO-LUMO gap 0.3276 Eh, highest occupied orbital energy -8.96 eV.